[1]
The following is a DFT calculation (ωB97M-V/def2-TZVPD) of a 3-piece molecular cluster, C23H33F4NO9S overall.

The geometry in XYZ format:
```
71
Properties=species:S:1:pos:R:3:forces:R:3:mulliken_charge:R:1
C 4.551 3.148 4.376 0.160 -0.044 -0.009 -0.283
C 4.635 2.075 3.837 0.066 -0.952 0.782 -0.525
C 4.758 0.624 3.475 -0.398 1.457 -0.477 -0.943
C 3.813 0.246 2.308 1.349 -2.275 1.992 -0.484
C 4.210 -1.230 1.969 -1.497 2.178 -1.074 0.432
O 5.129 -1.868 2.356 0.270 -0.451 -0.254 -0.581
O 3.212 -1.642 1.135 0.678 -1.371 0.646 -0.521
C 1.939 -0.932 1.351 2.489 -0.039 -0.874 1.631
C 1.899 -0.102 0.022 -1.538 0.633 -0.063 -1.953
C 0.862 1.067 -0.041 0.510 0.994 -0.135 0.572
C 1.558 2.475 -0.159 -0.116 -0.258 -0.006 -0.765
N 0.932 3.374 -1.122 0.470 0.235 0.326 -0.641
C 0.922 -2.122 1.436 -0.321 -0.836 -1.216 0.610
F 1.561 -3.277 1.106 -0.039 0.071 0.235 -0.310
F 0.385 -2.353 2.652 0.259 0.630 0.298 -0.348
C -0.275 -2.074 0.430 -0.891 -0.363 1.300 0.086
F -1.231 -2.916 0.950 0.063 0.076 -0.112 -0.369
F 0.051 -2.609 -0.756 0.341 0.571 -0.210 -0.259
C 2.303 -0.045 2.577 -0.693 3.038 -0.217 2.003
C 1.837 -0.410 4.001 0.170 -0.637 -0.386 -1.395
C 2.050 0.632 5.111 -0.456 -0.022 0.295 -1.229
C 1.432 2.027 4.856 0.066 -0.689 0.034 -0.186
S -0.191 2.245 5.615 0.423 2.351 1.683 1.284
O -0.150 1.800 6.982 0.001 -1.075 -1.003 -0.621
O -0.511 3.655 5.504 -0.213 -0.863 -0.994 -0.689
O -1.260 1.408 4.745 0.698 0.257 0.281 -0.459
H 4.545 4.062 4.935 -0.074 -0.102 -0.384 0.437
H 4.600 -0.020 4.345 0.065 0.221 -0.097 0.458
H 5.787 0.459 3.131 -0.266 -0.094 0.052 0.528
H 4.028 0.975 1.524 -0.446 -0.470 -0.262 0.399
H 2.881 0.356 -0.142 -0.096 -0.395 0.360 0.777
H 1.761 -0.765 -0.846 -0.025 -0.105 0.454 0.510
H 0.256 1.127 0.880 -0.065 -0.359 -0.377 0.548
H 0.159 1.023 -0.909 1.079 -0.181 1.218 -0.640
H 1.577 2.986 0.817 0.011 -0.130 -0.232 0.130
H 2.613 2.368 -0.461 -0.271 -0.059 0.053 0.341
H -0.014 3.622 -0.867 -0.060 -0.164 -0.170 0.279
H 0.976 2.993 -2.057 -0.275 0.015 0.020 0.261
H -0.754 -1.102 0.368 0.307 0.082 -0.472 0.369
H 1.868 0.961 2.414 -0.366 -0.540 -0.191 -0.743
H 2.279 -1.383 4.273 -0.173 0.311 0.247 0.302
H 0.750 -0.569 3.947 0.375 -0.058 -0.036 0.404
H 3.083 0.778 5.436 -0.170 -0.075 -0.334 0.454
H 1.538 0.233 6.003 0.238 0.063 -0.215 0.638
H 1.375 2.345 3.811 -0.140 -0.138 0.188 -0.121
H 2.061 2.765 5.368 -0.533 0.016 0.031 0.330
H -1.929 2.067 4.494 -0.047 -0.088 -0.088 0.357
O -1.261 -0.022 -1.397 -0.882 0.056 -0.669 -0.542
C -1.522 0.144 -2.561 -0.226 -0.555 0.202 0.425
O -2.073 1.277 -3.033 0.106 -0.010 0.104 -0.393
C -2.365 1.129 -4.440 -0.063 0.052 -0.340 -0.398
C -1.450 0.018 -4.917 0.181 -0.150 -0.219 -0.551
C -1.336 -0.859 -3.677 0.305 0.417 -0.385 -0.023
H -3.420 0.873 -4.551 0.021 -0.038 0.052 0.210
H -2.178 2.071 -4.950 -0.014 0.095 0.223 0.355
H -1.827 -0.502 -5.793 -0.096 0.049 0.037 0.284
H -0.467 0.426 -5.164 -0.034 0.040 0.013 0.350
H -2.134 -1.596 -3.622 0.076 -0.079 0.092 -0.132
H -0.367 -1.346 -3.605 -0.117 -0.166 0.236 0.316
O -4.658 -1.419 -7.585 0.193 0.224 0.154 -0.570
C -4.849 -1.882 -6.502 -0.096 -0.258 -0.488 0.364
O -4.054 -1.609 -5.430 -0.179 -0.062 0.108 -0.181
C -4.476 -2.400 -4.300 -0.095 -0.088 0.171 -0.429
C -5.922 -2.767 -4.587 -0.189 -0.124 -0.006 -0.639
C -5.934 -2.861 -6.108 -0.097 0.194 0.559 -0.389
H -3.830 -3.279 -4.230 -0.007 0.010 -0.031 0.278
H -4.373 -1.813 -3.388 0.109 0.097 -0.099 0.380
H -6.241 -3.679 -4.084 0.082 0.006 0.019 0.361
H -6.581 -1.959 -4.264 0.033 -0.013 0.024 0.289
H -5.654 -3.855 -6.459 -0.031 0.037 -0.108 0.264
H -6.891 -2.567 -6.530 0.100 -0.099 -0.257 0.294
```
Positions in Å, forces in eV/Å.

Properties
* HOMO-LUMO gap: 0.350 Ha
* highest occupied orbital energy: -9.27 eV



[2]
The following is a DFT calculation (ωB97M-V/def2-TZVPD) of C23H33N12O2W as an isolated structure.

The geometry in XYZ format:
```
71
Properties=species:S:1:pos:R:3:forces:R:3:mulliken_charge:R:1
W -0.219 -0.264 0.838 -0.081 0.033 0.051 1.956
N 0.117 1.854 1.680 0.002 0.068 -0.071 -0.766
C -1.035 2.775 1.476 -0.031 -0.021 0.023 -0.931
C -2.295 2.003 1.777 -0.003 0.002 0.009 -0.752
N -2.357 0.768 0.944 -0.008 -0.013 0.036 0.139
C -3.336 -0.186 1.539 -0.004 -0.005 -0.025 -0.971
C -2.750 -0.848 2.755 0.033 0.008 0.020 -1.080
N -1.430 -1.400 2.372 -0.019 -0.025 -0.032 -0.621
C -2.875 1.141 -0.410 0.015 -0.004 0.001 -0.778
C -2.264 0.235 -1.442 0.005 0.000 0.004 -0.861
N -0.796 0.352 -1.243 0.006 0.135 0.050 -0.628
H 0.243 1.730 2.685 0.022 -0.004 -0.011 0.323
H 0.961 2.328 1.369 -0.008 0.002 0.003 0.223
H -1.007 3.120 0.442 -0.005 0.005 0.002 0.376
H -0.965 3.658 2.112 0.003 -0.009 0.009 0.545
H -3.182 2.620 1.612 -0.005 -0.009 -0.003 0.390
H -2.295 1.715 2.828 0.007 0.005 0.000 0.368
H -3.557 -0.942 0.784 -0.004 0.007 -0.003 0.515
H -4.267 0.335 1.777 -0.001 -0.006 0.003 0.484
H -3.413 -1.637 3.112 -0.004 0.009 0.005 0.516
H -2.611 -0.151 3.579 0.005 0.001 -0.007 0.440
H -1.560 -2.298 1.906 -0.027 0.019 -0.021 0.302
H -0.913 -1.625 3.217 0.007 -0.011 -0.019 0.290
H -2.593 2.173 -0.626 0.001 -0.001 0.002 0.423
H -3.965 1.101 -0.420 0.002 0.005 -0.004 0.396
H -2.555 0.524 -2.452 -0.010 0.007 0.007 0.509
H -2.538 -0.808 -1.287 0.004 0.002 -0.013 0.320
H -0.504 1.286 -1.530 0.045 -0.029 -0.024 0.309
H -0.301 -0.288 -1.865 -0.047 -0.034 0.015 0.338
C 7.569 -3.197 -8.814 0.032 0.003 -0.020 -0.845
O 6.216 -3.329 -8.321 -0.024 -0.013 0.069 -0.361
C 5.982 -3.436 -7.044 -0.004 0.007 -0.062 0.843
C 6.980 -3.404 -6.044 0.029 0.002 0.054 -0.358
C 6.606 -3.549 -4.740 0.067 0.004 -0.060 -0.403
C 5.241 -3.711 -4.387 0.001 -0.177 0.155 0.423
C 4.242 -3.754 -5.405 -0.033 0.009 -0.080 -0.265
C 4.607 -3.611 -6.700 -0.050 -0.002 0.024 -0.879
N 5.002 -3.856 -3.076 0.232 0.344 0.236 -0.990
N 3.870 -4.108 -2.624 -0.489 -0.268 -0.692 0.133
C 2.864 -3.618 -2.002 0.367 0.150 0.352 0.468
C 1.780 -4.489 -1.600 -0.062 -0.062 0.053 -0.783
C 0.731 -4.026 -0.887 -0.088 -0.042 -0.117 -1.065
C 0.670 -2.656 -0.500 0.070 0.099 0.089 0.603
O -0.322 -2.103 0.188 0.028 -0.343 0.006 -0.558
C 1.718 -1.797 -0.799 -0.182 0.122 -0.213 0.582
N 1.596 -0.530 -0.283 0.108 -0.152 0.003 0.499
C 2.561 0.363 -0.606 0.023 -0.006 0.024 -0.287
C 3.638 0.051 -1.393 0.012 0.046 0.018 -1.359
C 3.777 -1.255 -1.894 -0.025 -0.066 0.004 -0.148
C 2.817 -2.196 -1.604 0.080 0.045 0.055 0.480
H 7.474 -3.155 -9.892 -0.001 0.002 0.004 0.246
H 8.156 -4.066 -8.523 -0.003 -0.002 0.000 0.383
H 8.014 -2.277 -8.439 -0.005 -0.001 0.001 0.375
H 8.020 -3.283 -6.304 0.004 0.000 -0.002 0.476
H 7.341 -3.549 -3.945 0.000 -0.004 0.002 0.475
H 3.207 -3.927 -5.140 0.003 -0.002 0.005 0.436
H 3.890 -3.652 -7.509 -0.001 0.000 -0.001 0.469
H 1.846 -5.526 -1.896 -0.015 -0.009 0.016 0.536
H -0.080 -4.687 -0.610 0.007 -0.008 0.004 0.526
H 2.452 1.363 -0.203 0.005 -0.001 -0.003 0.490
H 4.380 0.806 -1.608 -0.004 0.007 0.004 0.477
H 4.640 -1.505 -2.497 -0.009 0.007 -0.010 0.516
N 2.748 -3.225 4.316 -0.013 -0.001 -0.013 -0.586
N 2.350 -2.091 3.662 -0.010 0.006 -0.006 1.121
N 3.157 -1.068 3.507 0.022 0.014 0.026 -0.879
C 2.447 -0.281 2.720 -0.010 -0.023 -0.018 -0.168
N 1.255 -0.825 2.427 0.032 0.187 0.048 0.249
N 1.218 -2.006 3.046 -0.001 -0.018 0.029 -0.744
H 3.471 -2.981 4.985 0.002 -0.004 -0.004 0.333
H 1.951 -3.682 4.744 0.002 0.008 0.013 0.303
H 2.808 0.666 2.360 0.001 0.002 -0.005 0.465
```
Positions in Å, forces in eV/Å.

Properties
* HOMO-LUMO gap (spin up / spin down): 0.192 / 0.193 Ha
* relative energy (zero: lowest compared OMol25 entry of this formula, charge and spin): 10.3 kcal per mole
* highest occupied orbital energy (spin up / spin down): -14.11 / -14.12 eV
* charge: +3



[3]
The following is a DFT calculation (ωB97M-V/def2-TZVPD) of one molecule with the formula C23H33N3O4.

The geometry in XYZ format:
```
63
Properties=species:S:1:pos:R:3:forces:R:3:nbo_charge:R:1
C 0.976 -0.973 3.900 0.186 0.144 0.131 -0.600
C 1.352 0.429 4.365 -0.283 -0.076 -0.149 -0.385
C 0.307 1.456 3.936 0.448 0.164 0.157 -0.416
C 0.710 2.881 4.307 -0.344 -0.024 -0.023 -0.390
C -0.341 3.925 3.922 0.090 -0.060 -0.089 -0.385
C -0.597 4.060 2.419 0.203 0.133 0.246 -0.399
C 0.602 4.608 1.648 -0.453 -0.175 -0.216 -0.402
C 0.279 4.773 0.162 0.242 0.200 0.078 -0.403
C 1.473 5.215 -0.686 -0.144 -0.116 0.019 -0.382
C 2.625 4.201 -0.763 -0.127 0.164 -0.176 -0.495
C 2.197 2.919 -1.449 0.223 0.096 0.215 0.664
O 2.329 2.693 -2.631 -0.070 -0.063 -0.309 -0.609
N 1.679 2.004 -0.586 -0.419 -0.508 0.745 -0.460
N 1.124 0.810 -1.020 0.217 0.319 -0.408 -0.420
C 0.155 0.241 -0.301 0.302 0.119 -0.312 0.645
O -0.255 0.790 0.744 -0.134 0.032 0.186 -0.726
C -0.378 -1.047 -0.765 -0.196 0.060 0.295 -0.342
C -1.354 -1.664 -0.002 0.370 0.283 -0.232 0.479
O -1.821 -1.149 1.118 0.023 0.025 -0.030 -0.650
H -1.340 -0.274 1.261 -0.012 -0.176 -0.150 0.526
C -1.891 -2.928 -0.429 -0.093 -0.183 -0.016 -0.205
C -2.870 -3.575 0.333 0.090 0.040 -0.088 -0.128
C -3.384 -4.783 -0.068 -0.066 -0.015 0.077 -0.245
C -2.917 -5.362 -1.245 0.053 0.103 0.021 -0.162
C -1.954 -4.744 -2.008 0.034 -0.064 -0.134 -0.277
C -1.416 -3.507 -1.623 -0.393 0.042 0.570 0.296
N -0.460 -2.857 -2.364 0.130 0.137 -0.225 -0.418
C 0.110 -1.653 -1.984 -0.182 -0.102 0.109 0.662
O 0.988 -1.157 -2.689 0.151 0.081 -0.090 -0.665
C 0.050 -3.437 -3.598 0.313 -0.124 -0.329 -0.228
C 1.124 -4.485 -3.326 -0.190 0.156 -0.034 -0.618
H 1.473 -4.905 -4.265 0.066 -0.086 -0.077 0.218
H 0.744 -5.288 -2.699 0.008 -0.100 0.037 0.205
H 1.967 -4.021 -2.821 0.086 0.026 0.038 0.222
H 0.489 -2.614 -4.166 -0.207 -0.200 0.059 0.254
H -0.781 -3.852 -4.172 0.019 0.073 0.059 0.198
H -1.620 -5.233 -2.907 0.074 -0.004 -0.080 0.219
H -3.313 -6.314 -1.567 -0.014 -0.074 -0.048 0.218
H -4.139 -5.281 0.520 -0.065 -0.031 0.063 0.220
H -3.204 -3.095 1.239 -0.045 0.017 0.076 0.236
H 1.431 0.410 -1.913 -0.046 0.021 0.244 0.472
H 1.377 2.241 0.354 0.143 0.007 -0.236 0.422
H 3.010 3.984 0.232 0.058 -0.008 0.023 0.212
H 3.427 4.636 -1.360 0.013 -0.150 0.046 0.240
H 1.869 6.149 -0.282 0.009 0.039 -0.058 0.204
H 1.126 5.413 -1.703 0.061 0.085 -0.016 0.215
H -0.132 3.841 -0.230 -0.106 -0.011 -0.012 0.201
H -0.505 5.528 0.061 -0.068 -0.050 -0.011 0.208
H 1.447 3.930 1.776 0.160 -0.009 0.061 0.180
H 0.895 5.575 2.063 0.120 0.016 0.047 0.201
H -0.879 3.091 2.006 -0.079 -0.028 -0.096 0.211
H -1.444 4.736 2.275 -0.052 -0.022 -0.072 0.200
H -0.029 4.897 4.314 -0.083 0.056 0.047 0.195
H -1.283 3.662 4.410 -0.027 0.050 0.092 0.199
H 0.865 2.935 5.388 0.100 0.011 0.010 0.200
H 1.665 3.124 3.836 0.107 -0.003 0.027 0.188
H 0.166 1.377 2.859 -0.065 -0.021 -0.006 0.222
H -0.648 1.218 4.412 -0.129 -0.031 -0.007 0.190
H 2.322 0.701 3.941 0.052 0.051 0.048 0.190
H 1.454 0.439 5.453 0.081 0.050 0.028 0.191
H 0.015 -1.268 4.315 -0.122 -0.091 0.023 0.200
H 1.724 -1.698 4.213 0.015 -0.143 -0.005 0.205
H 0.901 -1.003 2.815 -0.032 -0.051 -0.142 0.200
```
Positions in Å, forces in eV/Å.

Properties
* HOMO-LUMO gap: 0.317 Ha
* relative energy (zero: lowest compared OMol25 entry of this formula, charge and spin): 20.2 kcal per mole
* highest occupied orbital energy: -8.76 eV